No. 1
{"formula": "C33H40CaN4P2", "method": "the ωB97M-V functional and the def2-TZVPD basis", "relative_energy_kj_mol": 0.0, "homo_energy_ev": -5.78, "homo_lumo_gap_ev": 5.14, "symbols": ["Ca", "C", "C", "C", "C", "C", "C", "C", "C", "C", "H", "H", "H", "H", "H", "H", "H", "H", "H", "H", "H", "H", "H", "H", "H", "P", "P", "N", "N", "N", "N", "C", "C", "C", "C", "C", "C", "C", "C", "C", "C", "C", "C", "C", "C", "C", "C", "C", "C", "H", "H", "H", "H", "H", "H", "H", "H", "H", "H", "H", "H", "H", "H", "H", "H", "H", "H", "H", "H", "C", "C", "C", "C", "C", "C", "H", "H", "H", "H", "H"], "positions_angstrom": [[-2.25024, -0.36858, -0.31630], [2.59191, 1.84063, -4.41425], [3.24628, 1.25068, -3.40206], [4.15686, 1.95085, -2.45183], [3.68864, 3.35955, -1.99604], [2.20924, 3.47644, -1.73750], [1.33412, 3.86644, -2.67073], [1.74895, 4.25482, -4.06945], [2.73277, 3.28130, -4.78670], [-3.75195, -0.43597, 1.98574], [2.00106, 1.25513, -5.13176], [3.30479, 0.16117, -3.35198], [5.14567, 2.05095, -2.94205], [4.32373, 1.33286, -1.55159], [4.23368, 3.61363, -1.07235], [4.00391, 4.09417, -2.74715], [1.91581, 3.33168, -0.68457], [0.29182, 4.11080, -2.42020], [2.23018, 5.25241, -4.03838], [0.86087, 4.35564, -4.71363], [2.54376, 3.36201, -5.87185], [3.76673, 3.62580, -4.63739], [-4.44049, -1.24948, 1.68652], [-4.32803, 0.51107, 2.16490], [-3.32285, -0.70735, 2.97000], [-0.97586, 0.75011, 1.89757], [0.24780, -1.79092, 0.66230], [-1.66777, 2.28805, 1.24802], [-0.82039, 1.19257, 3.54010], [0.22241, -1.58615, -1.14892], [1.24184, -3.24257, 0.58645], [0.72919, 0.92156, 1.25509], [1.43844, -0.44544, 1.10205], [-2.88446, 2.44354, 0.55871], [-3.07852, 3.79022, 0.32298], [-1.93175, 4.48562, 0.82577], [-1.08988, 3.54626, 1.39359], [-1.89115, 1.47411, 4.40614], [-1.37369, 1.75918, 5.66319], [0.05233, 1.63196, 5.58033], [0.36460, 1.26160, 4.28586], [-0.94853, -1.69408, -1.94554], [-0.74099, -0.98457, -3.11843], [0.62103, -0.58415, -3.12491], [1.18322, -0.95300, -1.92114], [2.30631, -3.60032, -0.26502], [2.63839, -4.93240, -0.02883], [1.74605, -5.42684, 0.98562], [0.90764, -4.38129, 1.33386], [1.31253, 1.60627, 1.88466], [0.63127, 1.40812, 0.26826], [2.24817, -0.33665, 0.36930], [1.92626, -0.76883, 2.03806], [-3.54846, 1.59355, 0.39322], [-3.94462, 4.24182, -0.14665], [-1.76276, 5.55374, 0.78456], [-0.11469, 3.65328, 1.85275], [-2.90991, 1.40289, 4.03938], [-1.94816, 2.02721, 6.53032], [0.76044, 1.79460, 6.37940], [1.31601, 1.03292, 3.81246], [-1.74905, -2.36356, -1.62231], [-1.45970, -0.80304, -3.90576], [1.14024, -0.08889, -3.93670], [2.19794, -0.80747, -1.54167], [2.73098, -2.88746, -0.94465], [3.41643, -5.51325, -0.52356], [1.72993, -6.42285, 1.41073], [0.09568, -4.32189, 2.03759], [-3.65333, -5.96062, 1.50389], [-3.22938, -5.03199, 2.44964], [-2.81400, -3.73348, 2.04029], [-2.79213, -3.38705, 0.70768], [-3.27270, -4.26845, -0.21914], [-3.67517, -5.58003, 0.16727], [-3.97990, -6.95930, 1.80782], [-3.22603, -5.28949, 3.51097], [-2.54921, -3.02015, 2.81955], [-3.38668, -3.98975, -1.26594], [-4.02346, -6.27990, -0.59572]], "forces_ev_per_angstrom": [[-1.8297, -1.3523, 2.3161], [0.5693, -0.6178, 0.0715], [0.0393, -0.0921, -1.1620], [0.4110, 0.3390, 0.4239], [0.3626, -0.0333, 0.0534], [-0.2141, 0.3343, 0.2492], [0.1282, 0.5965, 0.4309], [0.0170, -0.0127, -0.4289], [-0.1011, 0.5751, -0.3313], [-0.0986, 0.9668, -0.6525], [0.2581, 0.0168, 0.4599], [-0.4597, 0.2082, 0.0426], [-0.2540, -0.0319, 0.3142], [-0.1054, 0.0927, -0.3713], [-0.1598, -0.0633, -0.2924], [-0.1545, -0.0877, 0.2973], [-0.1904, -0.0363, -0.6200], [0.4194, -0.4568, 0.1006], [-0.2900, -0.3228, -0.0297], [0.1890, 0.0297, 0.3662], [0.1314, 0.0388, 0.3997], [-0.3064, -0.2365, -0.0507], [0.1887, 0.3927, 0.2063], [0.0457, -0.6674, 0.0103], [-0.0278, -0.0794, -0.4332], [-0.8800, 1.4421, -0.9411], [1.0601, -1.9738, -1.1749], [0.4188, -0.1659, 0.0837], [-0.0313, -0.1673, 0.9977], [-0.4960, 0.4391, -0.0957], [0.1795, -0.4870, 0.2801], [0.6469, 0.3725, 0.3807], [0.6229, 0.1140, -0.2239], [0.3751, 0.4266, 0.2550], [0.5222, -0.4133, -0.0403], [0.1297, -0.6180, 0.2839], [-0.7389, -0.0282, -0.5571], [0.6945, -0.0552, 0.4870], [0.0573, -0.3158, -1.4892], [-0.1837, -0.3049, -0.9069], [-0.2716, 0.2875, 0.3559], [0.8193, 0.3655, -0.0637], [0.2187, -0.7235, 0.4519], [0.3388, 0.1527, 0.1848], [-0.4547, 0.2387, -0.0809], [-0.1851, -0.9696, 0.8125], [-0.6137, 0.9453, 0.1294], [-0.3012, 1.1372, -0.0406], [0.7245, -0.1753, -0.4478], [0.1615, -0.0802, -0.3616], [-0.0874, -0.2067, 0.2458], [-0.0932, -0.0806, 0.2921], [-0.3470, 0.0472, -0.1816], [0.0438, 0.4089, 0.4802], [0.1861, -0.1722, 0.0387], [0.0064, -0.1765, 0.0478], [-0.2475, 0.0217, 0.0320], [0.2374, 0.0940, 0.0931], [-0.0737, 0.0182, 0.0552], [-0.0367, -0.0800, -0.0973], [-0.2916, 0.1427, 0.3453], [0.1015, 0.0974, 0.1205], [0.0820, -0.3173, -0.0042], [-0.2859, -0.1525, 0.3660], [-0.6233, 0.0434, -0.2967], [0.0486, -0.0061, -0.0959], [-0.2663, 0.3698, 0.1131], [-0.0529, 0.2176, -0.1089], [-0.1495, -0.1096, -0.0017], [0.0851, 0.0110, -0.1224], [0.3052, 1.0484, 0.0372], [-0.3417, -1.6785, 0.8804], [0.6996, 2.8950, -1.1513], [-0.6454, -2.2747, 0.1862], [-0.0573, 0.6306, -0.6257], [0.1416, 0.3157, -0.1186], [-0.0408, 0.0323, -0.2158], [0.1498, -0.0051, -0.0558], [0.1424, -0.1777, -0.0969], [0.0287, 0.0997, 0.1897]], "mulliken_charge": [1.189, -0.403, -0.358, -1.064, -0.897, -0.159, -0.440, -0.849, -0.933, -1.140, 0.459, 1.003, 0.288, 0.327, 0.459, 0.301, 0.464, 0.475, 0.253, 0.385, 0.428, 0.370, 0.261, 0.334, 0.112, 0.239, -0.067, 0.696, 0.674, 0.543, 0.529, -1.138, -1.208, -0.263, -0.930, -0.841, -0.380, -0.486, -0.594, -0.703, -0.313, -1.900, -1.014, -0.240, -0.164, -0.323, -0.590, -0.607, -0.330, 1.001, 0.056, 0.427, 0.492, 0.308, 0.467, 0.450, 0.474, 0.316, 0.445, 0.439, 0.342, 1.248, 0.474, 0.136, 0.449, 0.359, 0.418, 0.423, 0.359, -0.500, -0.450, -0.588, 0.761, -0.735, -0.520, 0.349, 0.351, 0.218, 0.249, 0.328]}

=====

No. 2
{"formula": "C33H40Cl2GeN7O5W", "method": "the ωB97M-V functional and the def2-TZVPD basis", "relative_energy_kj_mol": 7.2, "homo_energy_ev": [-12.90, -12.90], "total_charge": 2, "s_squared": 0.763, "homo_lumo_gap_ev": [5.81, 6.08], "multiplicity": 2, "symbols": ["W", "Cl", "C", "C", "C", "N", "C", "O", "C", "C", "C", "C", "C", "N", "C", "C", "C", "Cl", "N", "C", "O", "C", "C", "C", "C", "C", "N", "H", "H", "H", "H", "H", "H", "H", "H", "H", "H", "C", "O", "C", "O", "N", "N", "H", "H", "H", "H", "H", "H", "O", "N", "C", "C", "C", "C", "C", "H", "H", "H", "H", "H", "C", "C", "C", "C", "Ge", "C", "C", "C", "C", "H", "H", "H", "H", "H", "H", "H", "H", "H", "H", "H", "H", "H", "H", "H", "H", "H", "H", "H"], "positions_angstrom": [[-0.10293, 0.80500, 0.04677], [-6.23569, 0.02658, 3.28246], [-5.01181, 0.06143, 2.07942], [-3.73242, 0.44330, 2.45130], [-2.72899, 0.48579, 1.48941], [-1.36131, 0.77345, 1.67518], [-0.90237, 1.17814, 2.91232], [-1.56476, 1.41135, 3.89675], [0.57999, 1.33333, 2.94890], [1.24977, 1.53617, 4.13782], [2.62875, 1.65853, 4.10389], [3.27797, 1.58342, 2.87912], [2.53677, 1.39814, 1.73220], [1.19944, 1.27203, 1.76429], [-3.02445, 0.15910, 0.16783], [-4.30011, -0.24752, -0.20094], [-5.29550, -0.29258, 0.76067], [-6.87084, -0.78853, 0.29349], [-1.89174, 0.23307, -0.67788], [-2.07193, 0.13200, -2.06351], [-3.10095, 0.25408, -2.67211], [-0.78645, -0.17543, -2.74425], [-0.70982, -0.62123, -4.04563], [0.54234, -0.94019, -4.55136], [1.65371, -0.79088, -3.73439], [1.48919, -0.32394, -2.44513], [0.28013, -0.01364, -1.95715], [-3.53953, 0.69173, 3.47952], [0.67675, 1.58077, 5.05335], [3.19136, 1.80497, 5.01607], [4.35317, 1.66511, 2.80796], [3.00642, 1.34434, 0.76399], [-4.54288, -0.52328, -1.21255], [-1.62013, -0.72279, -4.62004], [0.64852, -1.31497, -5.56049], [2.64393, -1.05708, -4.07659], [2.32934, -0.21490, -1.77176], [-3.80687, 3.43059, -1.33474], [-3.47019, 3.92575, -0.02973], [-2.26424, 3.65312, 0.44370], [-1.39817, 3.03104, -0.18185], [-2.13038, 4.15517, 1.68171], [-0.93536, 4.04353, 2.39117], [-4.81167, 3.79140, -1.52512], [-3.79216, 2.34420, -1.35120], [-3.12478, 3.83777, -2.08061], [-2.90865, 4.68227, 2.05181], [-1.14527, 3.68432, 3.31653], [-0.50731, 4.95835, 2.47964], [1.32392, 2.07646, -0.66032], [1.43451, 2.65035, -1.88170], [0.35037, 3.05690, -2.55861], [0.51431, 3.65802, -3.78960], [1.78932, 3.84754, -4.29909], [2.88747, 3.43119, -3.55713], [2.68561, 2.82772, -2.33859], [-0.59794, 2.91870, -2.05643], [-0.36303, 3.98439, -4.32928], [1.92914, 4.32409, -5.25974], [3.89814, 3.57273, -3.91147], [3.47506, 2.47885, -1.69094], [3.72037, -4.54426, -1.86301], [3.19778, -3.21238, -1.34091], [3.13536, -3.16319, 0.18130], [2.61514, -1.82574, 0.72702], [0.64933, -1.65813, 0.58643], [-0.14220, -2.16968, 2.30793], [0.25818, -3.56258, 2.83011], [-0.71107, -4.67891, 2.44589], [-0.85968, -4.90199, 0.94569], [3.77223, -4.55710, -2.95155], [3.07307, -5.36475, -1.55007], [4.72172, -4.74717, -1.48079], [2.19871, -3.02803, -1.75179], [3.84443, -2.39822, -1.69363], [4.13769, -3.34241, 0.58131], [2.51609, -3.99055, 0.54124], [3.13636, -1.00426, 0.22514], [2.84237, -1.72556, 1.79217], [0.17060, -2.51242, -0.60488], [-1.22950, -2.07405, 2.24719], [0.20272, -1.40494, 3.01039], [0.31262, -3.51724, 3.91986], [1.26708, -3.82662, 2.49408], [-1.69071, -4.46062, 2.88103], [-0.36941, -5.60397, 2.91404], [-1.33127, -4.04995, 0.45201], [-1.47700, -5.77618, 0.74194], [0.11426, -5.06841, 0.47451]], "forces_ev_per_angstrom": [[-0.1355, 0.1049, -0.1202], [0.0015, -0.0020, 0.0058], [-0.0254, 0.0079, 0.0215], [0.0438, 0.0146, 0.0111], [-0.0723, -0.0217, -0.0431], [0.0784, 0.0084, -0.0308], [0.0747, -0.0335, -0.0370], [-0.0157, -0.0100, 0.0213], [-0.0080, 0.0236, 0.0244], [0.0113, -0.0188, -0.0091], [-0.0346, -0.0106, 0.0252], [0.0438, 0.0039, -0.0215], [-0.0173, 0.0217, 0.0533], [-0.0845, -0.0547, -0.0911], [-0.0355, -0.0303, -0.0221], [-0.0079, 0.0212, 0.0459], [0.0132, -0.0055, -0.0073], [-0.0136, -0.0020, -0.0120], [0.0312, -0.0067, 0.0355], [-0.0560, 0.0014, -0.0299], [0.0160, 0.0079, 0.0181], [0.0018, -0.0074, 0.0011], [0.0203, -0.0032, 0.0086], [-0.0325, 0.0045, -0.0213], [0.0321, -0.0096, 0.0011], [0.0169, 0.0452, 0.0683], [0.0704, -0.0136, -0.0174], [-0.0013, -0.0060, -0.0025], [0.0042, 0.0013, 0.0021], [0.0002, 0.0021, -0.0012], [-0.0034, 0.0061, 0.0027], [0.0080, -0.0006, -0.0053], [-0.0036, -0.0015, 0.0084], [-0.0030, -0.0044, 0.0033], [0.0013, 0.0029, 0.0000], [-0.0010, 0.0019, -0.0064], [-0.0073, -0.0114, -0.0017], [-0.0112, 0.0551, -0.0593], [0.0559, -0.0118, -0.0139], [-0.0685, -0.0868, 0.0791], [0.0500, 0.0855, 0.0198], [-0.0005, 0.0020, -0.0306], [0.0238, 0.0138, -0.0190], [0.0001, -0.0045, 0.0059], [0.0090, -0.0215, 0.0119], [0.0043, -0.0110, 0.0100], [-0.0018, -0.0083, 0.0139], [-0.0039, 0.0281, 0.0114], [0.0060, 0.0080, 0.0094], [-0.0010, -0.0408, -0.0025], [-0.0202, -0.0173, 0.0521], [0.0271, -0.0027, -0.0272], [-0.0029, -0.0159, 0.0245], [0.0023, 0.0075, -0.0254], [-0.0068, -0.0074, 0.0120], [0.0020, 0.0247, -0.0462], [-0.0052, 0.0114, -0.0094], [0.0004, 0.0000, -0.0011], [-0.0002, 0.0026, 0.0026], [-0.0013, -0.0010, -0.0014], [-0.0112, -0.0060, 0.0173], [0.0232, 0.0047, 0.0109], [-0.0286, -0.0167, 0.0262], [0.0669, 0.0442, 0.0230], [-0.0222, -0.0513, -0.0428], [0.0420, -0.0187, 0.0708], [0.0238, -0.0666, -0.0248], [-0.0246, 0.0012, -0.0259], [-0.0065, 0.0137, -0.0121], [0.0418, -0.0011, 0.0186], [-0.0062, -0.0052, -0.0036], [-0.0009, 0.0003, -0.0022], [-0.0053, -0.0026, -0.0009], [0.0048, 0.0089, -0.0050], [0.0016, 0.0071, -0.0031], [-0.0014, -0.0210, -0.0175], [-0.0015, 0.0100, -0.0030], [0.0142, 0.0023, -0.0030], [-0.0005, -0.0032, 0.0022], [-0.0209, 0.0384, 0.0236], [-0.0089, 0.0023, 0.0279], [-0.0169, 0.0116, 0.0077], [0.0021, -0.0030, 0.0041], [-0.0028, 0.0072, 0.0170], [0.0012, -0.0016, 0.0018], [-0.0016, 0.0028, 0.0106], [-0.0058, 0.0046, -0.0036], [-0.0004, -0.0016, 0.0005], [-0.0237, 0.0034, -0.0088]], "mulliken_charge": [-0.409, -0.162, -0.181, -0.647, 0.246, 1.475, -0.096, -0.646, 0.622, -1.264, -0.667, -0.889, -0.006, 0.232, 0.015, -0.891, -0.031, -0.161, 1.418, -0.583, -0.620, 0.644, -0.644, -0.889, -0.907, -0.144, 0.291, 0.746, 0.625, 0.518, 0.517, 0.287, 0.656, 0.656, 0.526, 0.595, 0.409, -0.411, -0.503, 0.416, -0.027, -0.168, -0.384, 0.333, 0.121, 0.244, 0.257, 0.277, 0.271, -0.462, 0.345, 0.038, -1.241, -0.282, -0.880, -0.271, 0.686, 0.536, 0.493, 0.493, 0.544, -1.568, 0.456, -1.071, -0.756, 0.831, -0.301, -0.711, -0.622, -0.706, 0.418, 0.313, 0.373, -0.040, 0.221, 0.621, 0.110, 0.327, 0.657, -0.272, 0.371, 0.275, 0.393, 0.205, 0.293, 0.432, 0.060, 0.472, 0.147]}